Entry from the OMol25 dataset: the molecule C11H16O (ωB97M-V/def2-TZVPD).

Summary:
SMILES	C#C[C@@]1(C(C)=O)CCCC1(C)C
energy relative to the best compared isomer or geometry (same formula, charge and spin)	504.52	kJ/mol
orbital gap	9.6	eV

```
! RIJCOSX wB97M-V def2-TZVPD def2/J DEFGRID3
* xyz 0 1
C 2.365 1.911 0.546
C 1.369 1.284 0.181
C 0.140 0.464 0.053
C -1.109 0.900 1.370
C -1.015 2.379 1.206
O -1.869 0.416 2.196
C -0.879 0.764 -1.051
C -1.230 -0.601 -1.705
C -0.902 -1.737 -0.699
C 0.357 -1.035 -0.044
C 0.522 -1.703 1.303
C 1.544 -1.233 -0.963
H 3.220 2.456 0.855
H -0.455 2.703 2.006
H -1.832 2.989 1.518
H -0.618 2.750 0.371
H -0.451 1.385 -1.973
H -1.715 1.427 -0.659
H -0.599 -0.804 -2.611
H -2.208 -0.509 -2.012
H -1.706 -1.917 -0.016
H -0.614 -2.675 -1.139
H -0.366 -1.535 2.051
H 1.467 -1.270 1.629
H 0.751 -2.722 1.271
H 1.575 -0.622 -1.801
H 1.711 -2.255 -1.443
H 2.547 -1.211 -0.440
*
```

---

Entry from the OMol25 dataset: the molecule C8H10 (ωB97M-V/def2-TZVPD).

Summary:
SMILES	C1=C2CC[C@@H]3[C@H](C1)[C@H]23
energy relative to the best compared isomer or geometry (same formula, charge and spin)	271.63	kJ/mol
orbital gap	9.9	eV

```
! RIJCOSX wB97M-V def2-TZVPD def2/J DEFGRID3
* xyz 0 1
C 0.724 -1.413 0.052
C -0.188 -0.806 0.729
C -1.637 -0.769 0.321
C -1.405 0.383 -0.716
C -0.258 1.274 -0.117
C 1.269 0.873 0.076
C 1.850 -0.444 -0.349
C 0.219 0.591 1.114
H 0.569 -2.382 -0.368
H -2.372 -0.501 1.071
H -1.943 -1.664 -0.204
H -1.081 0.040 -1.696
H -2.295 1.004 -0.803
H -0.464 2.352 -0.110
H 1.947 1.721 0.123
H 2.036 -0.629 -1.420
H 2.816 -0.568 0.166
H 0.212 0.938 2.130
*
```

---

Entry from the OMol25 dataset: a cluster of 7 separate species, C14H42O7 in total (ωB97M-V/def2-TZVPD).

Summary:
SMILES	CCO.CCO.CCO.CCO.CCO.CCO.CCO
energy relative to the best compared isomer or geometry (same formula, charge and spin)	292.90	kJ/mol
orbital gap	9.9	eV

```
! RIJCOSX wB97M-V def2-TZVPD def2/J DEFGRID3
* xyz 0 1
C -11.107 11.909 5.488
C -11.115 10.425 5.354
O -9.779 9.803 5.395
H -10.909 12.397 4.534
H -10.438 12.254 6.276
H -12.092 12.212 5.844
H -11.657 10.119 4.459
H -11.590 10.025 6.250
H -9.183 10.346 4.874
C -9.719 11.215 0.482
C -8.661 10.103 0.503
O -7.353 10.600 0.986
H -10.041 11.533 1.473
H -10.570 10.675 0.066
H -9.552 12.064 -0.181
H -8.445 9.647 -0.463
H -9.125 9.321 1.105
H -6.693 9.903 1.002
C -7.063 11.439 5.800
C -6.804 11.442 4.359
O -8.101 11.387 3.743
H -6.111 11.719 6.250
H -7.338 10.420 6.072
H -7.777 12.176 6.169
H -6.152 10.619 4.066
H -6.230 12.291 3.989
H -7.883 11.390 2.808
C -6.829 14.009 0.232
C -5.263 14.067 0.172
O -5.053 15.289 -0.516
H -7.220 13.003 0.384
H -7.356 14.398 -0.639
H -7.210 14.553 1.096
H -4.782 13.201 -0.283
H -4.908 14.122 1.201
H -5.555 15.848 0.082
C -5.699 11.966 9.639
C -4.735 13.133 9.405
O -3.470 12.586 9.486
H -6.710 12.227 9.328
H -5.726 11.669 10.687
H -5.425 11.105 9.028
H -4.843 13.879 10.192
H -4.887 13.762 8.527
H -3.030 13.052 10.201
C -2.754 10.343 4.652
C -3.078 9.729 3.325
O -4.065 8.711 3.442
H -2.583 9.588 5.419
H -3.675 10.870 4.902
H -1.956 11.085 4.619
H -2.176 9.342 2.852
H -3.372 10.449 2.561
H -4.659 8.713 2.688
C -7.872 9.046 10.579
C -8.115 8.762 8.995
O -9.350 9.400 8.542
H -7.797 10.125 10.718
H -6.938 8.619 10.946
H -8.690 8.640 11.173
H -8.074 7.680 8.873
H -7.327 9.253 8.423
H -9.432 9.387 7.586
*
```

---

Entry from the OMol25 dataset: a cluster of 3 separate species, C16H41B2INO11P2 in total (ωB97M-V/def2-TZVPD).

Summary:
orbital gap	4.9	eV

```
! RIJCOSX wB97M-V def2-TZVPD def2/J DEFGRID3
* xyz -1 1
C -0.150 -1.497 1.769
N -0.852 -0.671 0.786
C -0.642 0.755 1.003
C -2.302 -0.914 0.786
O -2.826 -1.148 -0.275
C -3.050 -0.796 2.089
B -4.431 -1.709 2.207
I -4.228 -3.791 1.392
B -5.718 -0.820 1.564
O -6.132 -0.812 0.244
O -6.476 0.018 2.424
H 0.662 -2.076 1.326
H -0.797 -2.192 2.302
H 0.315 -0.837 2.511
H 0.405 1.022 1.119
H -1.155 1.105 1.913
H -1.096 1.276 0.161
H -3.361 0.254 2.151
H -2.437 -1.005 2.963
H -4.651 -1.834 3.392
H -5.383 -0.916 -0.350
H -6.269 0.929 2.208
O 3.805 -3.677 0.211
P 4.314 -5.073 0.216
O 4.700 -5.372 -1.348
C 5.761 -4.632 -1.949
C 7.124 -5.115 -1.481
O 2.909 -5.898 0.348
C 1.771 -5.330 1.019
C 0.721 -4.909 0.016
O 5.180 -6.287 0.866
C 4.790 -7.664 0.856
C 4.761 -8.296 -0.516
H 5.636 -3.565 -1.745
H 5.669 -4.775 -3.026
H 7.263 -4.924 -0.415
H 7.920 -4.605 -2.026
H 7.225 -6.189 -1.631
H 2.067 -4.494 1.652
H 1.367 -6.106 1.674
H 1.139 -4.248 -0.742
H -0.106 -4.398 0.510
H 0.326 -5.781 -0.507
H 3.845 -7.802 1.378
H 5.544 -8.173 1.460
H 3.932 -7.919 -1.113
H 4.639 -9.377 -0.419
H 5.683 -8.095 -1.060
O -0.828 4.618 -0.222
P -1.494 5.524 -1.215
O -0.618 6.903 -0.992
C 0.722 6.955 -1.474
C 0.773 7.121 -2.983
O -2.788 5.851 -0.238
C -3.324 4.852 0.640
C -2.937 5.153 2.073
O -2.342 6.112 -2.486
C -3.436 7.032 -2.404
C -3.057 8.411 -1.916
H 1.268 6.060 -1.163
H 1.194 7.812 -0.993
H 0.362 6.243 -3.489
H 1.802 7.258 -3.321
H 0.181 7.980 -3.298
H -2.998 3.855 0.348
H -4.411 4.882 0.535
H -1.859 5.276 2.170
H -3.262 4.353 2.740
H -3.396 6.087 2.400
H -4.252 6.614 -1.821
H -3.809 7.114 -3.428
H -2.809 8.406 -0.856
H -3.897 9.093 -2.061
H -2.194 8.797 -2.459
*
```

---

| no. | strongest force on any atom (eV/Å) | molecular weight (g/mol) | electronic energy (eV) |
| --- | --- | --- | --- |
| 1 | 4.36 | 164.25 | -13709.0377 |
| 2 | 3.06 | 106.17 | -8455.4541 |
| 3 | 2.32 | 322.48 | -29528.4391 |
| 4 | 8.45 | 633.98 | -69305.5262 |